[1]
A molecular structure, C21H18Co2NO7 in a non-equilibrium geometry, computed with ωB97M-V with the def2-TZVPD basis set.

Computed properties:
Total charge: -1
Maximum force (hartree/bohr): 0.104
E_tot (Eh): -4157.73129

XYZ file:
```
49
C21H18Co2NO7, DFT ωB97M-V with the def2-TZVPD basis set
C -4.043 -0.444 -2.384
C -3.694 0.874 -2.043
C -2.349 1.217 -1.792
C -1.372 0.218 -1.781
C -0.011 0.652 -1.334
C 1.172 -0.127 -1.835
N 2.390 0.353 -1.956
C 3.296 -0.420 -2.967
C 4.767 -0.128 -2.715
O 5.002 1.262 -2.479
C 4.310 1.707 -1.305
C 2.814 1.631 -1.424
C -1.683 -1.012 -2.325
C -3.003 -1.330 -2.631
H -5.093 -0.720 -2.543
H -4.504 1.582 -1.785
H -2.146 2.217 -1.380
H 0.142 1.662 -1.829
H 1.012 -0.969 -2.473
H 3.124 -1.509 -2.879
H 3.047 -0.048 -3.986
H 5.158 -0.741 -1.879
H 5.313 -0.330 -3.643
H 4.664 1.179 -0.405
H 4.571 2.760 -1.251
H 2.428 2.347 -2.146
H 2.325 1.734 -0.470
H -0.930 -1.767 -2.300
H -3.257 -2.344 -2.876
O 1.913 -2.637 3.995
C 0.831 -2.210 4.100
Co -0.776 -1.466 4.184
C -1.635 -2.725 3.219
O -2.211 -3.484 2.562
C -0.885 -1.978 5.901
O -0.978 -2.288 7.018
C -0.183 -0.049 2.684
C -0.648 0.271 1.430
C -0.006 0.839 0.177
Co -1.875 0.388 2.859
C -3.055 -0.385 1.836
O -3.847 -0.913 1.161
C -2.640 2.048 2.968
O -3.230 3.012 3.137
C -2.580 -0.304 4.480
O -3.444 -0.199 5.256
H 0.810 0.098 3.144
H -0.044 1.955 0.367
H 1.036 0.522 0.338
```



[2]
2 unconnected molecules or ions with the total composition C15H11ClN2O8P2 in a non-equilibrium geometry, computed with ωB97M-V with the def2-TZVPD basis set.

Computed properties:
Structure (SMILES): O=NOc1cc2c(cc1P(=O)(O)O)C(=O)C(P(O)Cl)=CC2=O.c1ccncc1
Maximum force (hartree/bohr): 0.175
E_tot (Eh): -2432.02063

XYZ file:
```
39
C15H11ClN2O8P2, DFT ωB97M-V with the def2-TZVPD basis set
O 4.738 -2.007 -0.730
N 4.281 -1.452 0.286
O 4.634 -0.132 0.171
C 3.451 0.575 -0.370
C 1.993 0.194 0.294
C 0.660 0.938 -0.328
C 0.768 2.047 -1.575
C 2.216 2.460 -2.238
C 3.549 1.692 -1.586
P 5.284 2.113 -2.267
O 5.168 3.260 -3.387
O 6.174 0.730 -2.848
O 6.207 2.825 -0.957
C -0.701 2.650 -2.101
O -0.872 3.929 -2.503
C -1.947 1.535 -2.043
P -3.290 1.437 -3.414
O -4.801 1.355 -2.549
Cl -3.128 -0.442 -4.477
C -2.049 0.524 -0.916
C -0.860 0.562 0.260
O -1.118 0.349 1.565
H 1.841 -0.600 1.148
H 2.280 3.231 -3.127
H 5.545 0.154 -3.397
H 5.669 2.629 -0.126
H -5.034 0.398 -2.353
H -2.890 -0.293 -0.847
C -4.121 -2.906 4.631
C -3.401 -1.734 4.423
C -2.612 -1.641 3.289
N -2.497 -2.626 2.371
C -3.206 -3.752 2.600
C -4.025 -3.937 3.702
H -4.752 -3.015 5.508
H -3.454 -0.912 5.129
H -2.033 -0.745 3.081
H -3.094 -4.530 1.849
H -4.573 -4.863 3.834
```



[3]
C4H7NO in the gas phase in a non-equilibrium geometry, computed with ωB97M-V with the def2-TZVPD basis set.

Computed properties:
Structure (SMILES): O[C@H]1C[C@H]2N[C@@H]12
Maximum force (hartree/bohr): 0.037
E_tot (Eh): -286.45751
Energy relative to the best compared isomer or geometry (same formula, charge and spin) (kJ/mol): 457.19

XYZ file:
```
13
C4H7NO, DFT ωB97M-V with the def2-TZVPD basis set
O -1.229 -0.448 -1.502
C -0.646 0.486 -0.645
C -0.812 0.228 0.884
C 0.687 -0.156 0.951
N 0.943 -1.237 0.034
C 0.844 0.317 -0.419
H -0.897 -1.307 -1.181
H -0.919 1.481 -0.993
H -1.549 -0.525 1.168
H -1.000 1.167 1.416
H 1.346 0.091 1.781
H 1.498 -0.927 -0.837
H 1.717 0.905 -0.708
```



[4]
A molecular structure, C3H10N3O in a non-equilibrium geometry, computed with ωB97M-V with the def2-TZVPD basis set.

Computed properties:
Total charge: -1
Maximum force (hartree/bohr): 0.065
E_tot (Eh): -359.80530
Energy relative to the best compared isomer or geometry (same formula, charge and spin) (kJ/mol): 97.90

XYZ file:
```
17
C3H10N3O, DFT ωB97M-V with the def2-TZVPD basis set
N -2.210 -0.317 -0.677
C -2.663 0.843 -0.099
N -3.685 1.553 -0.498
H -1.281 -0.663 -0.085
H -2.757 -0.569 -1.473
H -2.027 1.267 0.739
H -3.721 2.405 0.055
C 0.826 -0.846 -0.163
O -0.243 -0.969 0.630
C 2.085 -0.648 0.698
N 3.062 0.067 -0.125
H 0.939 -1.769 -0.814
H 0.831 0.075 -0.792
H 1.687 -0.051 1.586
H 2.508 -1.603 1.014
H 2.713 1.015 -0.374
H 3.937 0.209 0.377
```



[5]
3 unconnected molecules or ions with the total composition C6H17INO2 in a non-equilibrium geometry, computed with ωB97M-V with the def2-TZVPD basis set.

Computed properties:
Total charge: -1
Maximum force (hartree/bohr): 0.033
E_tot (Eh): -741.78578
Energy relative to the best compared isomer or geometry (same formula, charge and spin) (kJ/mol): 23.11

XYZ file:
```
27
C6H17INO2, DFT ωB97M-V with the def2-TZVPD basis set
I -1.070 10.480 0.592
C 0.622 8.487 -3.244
C -0.750 7.771 -3.043
C -0.741 6.579 -2.091
O -1.998 5.883 -2.060
C -1.969 4.555 -1.501
N -1.751 8.692 -2.579
H 1.258 7.755 -3.742
H 1.169 8.855 -2.375
H 0.525 9.296 -3.968
H -1.066 7.318 -3.983
H -0.589 7.094 -1.142
H 0.105 5.911 -2.251
H -1.770 4.687 -0.437
H -1.188 3.960 -1.974
H -2.922 4.045 -1.643
H -2.589 8.147 -2.438
H -1.456 8.882 -1.631
C 0.607 5.359 2.396
C -0.065 6.716 2.106
O 0.737 7.539 1.305
H 0.517 4.644 1.577
H 0.278 4.770 3.252
H 1.692 5.451 2.432
H -0.155 7.317 3.011
H -1.089 6.662 1.737
H 0.175 8.246 0.978
```



[6]
40 unconnected molecules or ions with the total composition H80O40 in a non-equilibrium geometry, computed with ωB97M-V with the def2-TZVPD basis set.

Computed properties:
Maximum force (hartree/bohr): 0.062
E_tot (Eh): -3057.46292
Energy relative to the best compared isomer or geometry (same formula, charge and spin) (kJ/mol): 773.02

XYZ file:
```
120
H80O40, DFT ωB97M-V with the def2-TZVPD basis set
H -0.845 -4.623 -2.186
H -0.727 -5.040 -0.750
O -0.222 -4.587 -1.430
H 0.735 -0.154 6.711
H 1.075 -1.480 6.072
O 1.486 -0.711 6.505
H 1.315 -2.279 0.077
H 0.980 -3.476 -0.960
O 1.507 -2.661 -0.800
H 4.554 -0.342 2.799
H 4.850 -0.183 1.379
O 5.290 -0.543 2.169
H 2.021 4.598 2.041
H 0.651 5.251 1.870
O 1.453 5.269 2.419
H -2.802 2.578 -2.265
O -2.855 1.642 -2.042
H -1.540 1.553 -4.131
O -0.784 1.945 -3.661
H -5.039 1.394 3.971
H -3.735 1.307 3.168
O -4.618 1.716 3.165
H 3.050 -4.524 -0.814
H 4.103 -5.313 -1.635
O 3.330 -4.749 -1.709
H -2.160 -3.574 1.738
H -2.271 -5.075 1.189
O -2.523 -4.143 1.040
H -2.462 -1.952 4.318
H -3.366 -3.009 3.629
O -2.526 -2.870 4.069
H 1.030 -0.746 -4.437
O 0.079 -0.753 -4.162
H -6.437 -0.133 0.147
H -5.880 0.576 1.358
O -5.641 0.322 0.456
H 2.302 -6.112 0.258
H 2.058 -6.178 1.867
O 1.725 -6.280 0.983
H 4.246 1.957 1.329
H 3.080 1.196 0.898
O 3.426 1.633 1.708
H 3.639 -3.079 -1.697
H 3.347 -2.610 -2.999
O 3.934 -2.371 -2.263
H 4.091 -0.628 -3.910
H 2.770 -0.639 -3.199
O 3.138 -0.625 -4.093
H 0.851 4.973 -4.038
H -0.247 3.959 -4.126
O 0.162 4.653 -4.641
H -1.514 -0.100 3.076
O -1.081 -0.763 2.540
H -1.918 2.017 4.237
H -2.423 1.453 5.558
O -2.294 1.175 4.642
H -1.329 5.027 0.815
O -0.580 4.441 0.867
H -0.650 -2.882 4.724
H -0.161 -1.411 4.287
O -0.244 -2.070 4.979
H 0.485 -1.316 -1.092
H -0.379 -0.144 -1.125
O 0.558 -0.335 -1.159
H 5.095 -3.674 2.318
H 4.154 -3.497 0.957
O 4.373 -3.973 1.751
H -4.121 -3.811 -1.605
H -4.196 -4.210 -0.136
O -4.694 -4.273 -0.972
H 2.288 3.797 0.349
H 2.675 4.181 -1.015
O 3.048 3.740 -0.254
H -0.182 -2.543 -4.313
H -0.084 -3.818 -5.106
O -0.732 -3.302 -4.605
H 1.095 -1.725 2.377
H 0.597 -1.418 0.916
O 1.377 -1.473 1.478
H 2.451 0.446 -1.269
H 3.463 1.554 -1.741
O 2.597 1.154 -1.913
H -2.146 4.889 3.618
H -0.722 5.310 3.642
O -1.417 4.963 4.254
H -0.941 6.151 -1.872
H -1.041 4.728 -1.697
O -1.369 5.545 -1.256
H -3.581 -3.958 -3.157
O -2.736 -3.828 -2.744
H -1.534 -2.411 0.419
H -2.466 -1.400 -0.432
O -1.774 -1.452 0.321
H -1.782 -0.875 1.816
H -3.814 1.520 -1.890
H -0.852 3.578 0.615
H -0.757 1.822 -2.739
H 0.139 -0.639 -3.198
H -2.114 -3.581 -3.461
O 1.906 2.685 -4.418
H 1.132 2.129 -4.193
H 1.765 2.743 -5.378
O -4.228 3.896 -0.582
H -4.328 4.850 -0.633
H -4.976 3.407 -0.270
O -0.334 2.282 -0.900
H -0.451 1.936 0.019
H 0.295 1.570 -1.189
O 1.626 3.170 3.959
H 1.161 2.537 4.464
H 2.212 3.781 4.382
O 0.686 1.252 1.553
H 1.341 0.566 1.337
H 1.282 1.931 1.128
O 4.572 2.359 -3.248
H 5.047 2.581 -4.043
H 3.682 2.275 -3.629
O -3.351 -1.425 -1.627
H -3.791 -0.607 -1.397
H -3.620 -1.606 -2.521
```



[7]
C16H22N2O3 in the gas phase, computed with ωB97M-V with the def2-TZVPD basis set.

Computed properties:
Structure (SMILES): CCc1cccc(OCCCN2C(=O)NC(C)(C)C2=O)c1
Maximum force (hartree/bohr): 0.009
E_tot (Eh): -958.18374
Energy relative to the best compared isomer or geometry (same formula, charge and spin) (kJ/mol): 17.86

XYZ file:
```
43
C16H22N2O3, DFT ωB97M-V with the def2-TZVPD basis set
C -5.024 1.581 -0.475
C -4.525 1.672 0.969
C -3.234 2.440 1.032
C -3.235 3.812 1.229
C -2.040 4.512 1.245
C -0.843 3.853 1.058
C -0.827 2.473 0.852
O 0.413 1.922 0.695
C 0.533 0.555 0.377
C 0.206 0.270 -1.093
C 0.217 -1.226 -1.402
N 1.517 -1.813 -1.169
C 2.572 -1.718 -2.092
O 2.509 -1.191 -3.170
N 3.629 -2.337 -1.519
C 3.344 -2.881 -0.211
C 3.477 -4.404 -0.183
C 4.197 -2.227 0.877
C 1.876 -2.478 -0.037
O 1.168 -2.706 0.911
C -2.028 1.776 0.841
H -4.292 1.071 -1.098
H -5.961 1.031 -0.521
H -5.184 2.577 -0.882
H -5.280 2.170 1.578
H -4.379 0.664 1.363
H -4.170 4.332 1.374
H -2.043 5.580 1.404
H 0.097 4.382 1.069
H 1.581 0.318 0.582
H -0.086 -0.064 1.039
H 0.934 0.778 -1.729
H -0.781 0.669 -1.329
H -0.490 -1.758 -0.761
H -0.036 -1.386 -2.453
H 4.518 -2.427 -1.980
H 2.914 -4.847 -1.002
H 3.082 -4.781 0.756
H 4.521 -4.695 -0.274
H 4.150 -1.144 0.795
H 3.820 -2.520 1.853
H 5.234 -2.542 0.786
H -2.051 0.707 0.694
```